Record 1
{"formula": "C3H9ClOSi", "method": "wB97M-V/def2-TZVPD", "homo_lumo_gap_ev": 8.809, "mol_weight_g_mol": 124.64, "symbols": ["C", "C", "C", "O", "Si", "Cl", "H", "H", "H", "H", "H", "H", "H", "H", "H"], "positions_angstrom": [[0.844364, 1.018172, 0.759413], [-1.115094, 1.810579, -0.607323], [-0.543052, 1.507365, 0.541473], [-1.626282, -1.005670, 0.360459], [-2.194142, -1.685899, 1.576943], [-1.447628, 1.710788, 2.014774], [1.305051, 1.544512, 1.593472], [1.436612, 1.173307, -0.137682], [0.822286, -0.044837, 0.992993], [-0.581199, 1.690971, -1.530470], [1.462626, -0.806309, -2.560361], [-2.134785, 2.146774, -0.664906], [1.725279, -1.093070, -3.234320], [-3.543644, -2.218213, 1.691331], [-1.431713, -1.957594, 2.787232]], "forces_ev_per_a": [[-0.0462, -0.0343, 0.0181], [-0.0191, 0.0896, 0.2268], [0.1220, 0.3970, -0.3395], [0.1983, -0.1628, -0.7050], [-0.0551, -0.1081, 0.3665], [-0.2496, -0.0022, 0.3836], [0.0776, 0.0296, -0.0111], [0.0701, -0.0296, -0.0802], [0.0134, -0.0834, 0.0272], [0.2479, -0.0508, -0.2137], [0.3848, -0.4481, -1.0239], [-0.1698, 0.0410, 0.0419], [-0.3941, 0.4484, 1.0324], [-0.4126, -0.0633, -0.0361], [0.2325, -0.0230, 0.3129]], "nbo_charge": [-0.659, -0.403, 0.026, -1.154, 1.626, -0.050, 0.222, 0.223, 0.235, 0.207, 0.002, 0.210, -0.002, -0.241, -0.242]}

=====

Record 2
{"formula": "C4H7NO2", "method": "wB97M-V/def2-TZVPD", "homo_lumo_gap_ev": 9.299, "smiles": "O/C=C1/CN1.C=O", "mol_weight_g_mol": 101.10, "symbols": ["O", "C", "C", "C", "N", "H", "H", "H", "H", "H", "C", "O", "H", "H"], "positions_angstrom": [[-0.510340, 2.138358, -0.420440], [-1.196049, 0.971258, -0.499216], [-0.924485, -0.166028, 0.119999], [-1.148692, -1.562855, 0.418178], [0.034948, -0.820034, 0.935965], [0.375858, 1.986977, -0.035567], [-2.062389, 1.046247, -1.148956], [-0.897647, -2.336791, -0.304694], [-1.935636, -1.834501, 1.120708], [-0.073494, -0.581996, 1.921604], [2.080459, 0.277695, -0.528843], [2.110512, 1.289991, 0.136603], [1.358554, 0.142007, -1.353172], [2.788401, -0.550329, -0.362166]], "forces_ev_per_a": [[0.1895, -0.0237, 0.1128], [-0.1993, -0.2850, -0.0011], [-0.0523, 0.1830, -0.1650], [-0.2495, -0.2149, -0.0836], [0.0717, 0.1276, 0.1420], [-0.0876, 0.0582, -0.0847], [0.0663, -0.0556, 0.1254], [-0.0680, 0.1420, 0.0829], [0.1362, 0.0799, -0.0810], [0.0564, -0.0203, -0.1309], [0.0866, 0.3079, 0.2197], [0.0098, -0.4605, -0.2968], [0.0268, 0.0375, 0.1246], [0.0135, 0.1239, 0.0360]], "nbo_charge": [-0.692, 0.111, -0.019, -0.254, -0.606, 0.502, 0.189, 0.199, 0.199, 0.366, 0.313, -0.557, 0.125, 0.125]}

=====

| no. | electronic energy (a.u.) |
| --- | --- |
| 1 | -944.5440 |
| 2 | -361.7414 |